The following is a DFT calculation (wB97M-V/def2-TZVPD) of the ion C3H3N2OS2 with charge -1 in a non-equilibrium geometry.

XYZ file:
```
11
Properties=species:S:1:pos:R:3:forces:R:3:mulliken_charge:R:1
C 2.101 0.378 -0.482 0.873 3.229 -0.507 0.5170
C 0.842 -1.698 -0.223 -1.035 1.919 -0.336 0.1736
C -0.812 0.642 -0.095 0.510 0.133 -3.150 -0.4131
N 1.775 -0.766 -0.661 -0.430 -0.833 0.467 -0.2177
N -1.658 1.282 0.829 2.052 0.081 3.620 -0.5775
O 2.713 1.421 -0.540 -1.506 -2.529 0.383 -0.4941
S 1.314 -3.225 -0.043 0.114 -1.443 0.246 -0.3800
S -0.899 -1.162 -0.058 1.394 0.156 -0.444 -0.1438
H -1.152 1.097 -1.134 0.917 -1.283 1.593 0.1223
H -2.590 1.227 0.655 -3.535 -0.105 -1.289 0.2068
H -1.633 0.805 1.753 0.645 0.674 -0.583 0.2065
```
Positions in Å, forces in eV/Å.

Calculated values
Net charge ... -1
LUMO energy (alpha / beta) ... 3.4320 / 3.4320 eV
Energy ... -1097.2111 Eh
Strongest force on any atom ... 4.162 eV/Å
Relative energy (zero: lowest compared OMol25 entry of this formula, charge and spin) ... 61.0 kcal per mole
Gap between HOMO and LUMO (alpha / beta) ... 5.756 / 5.758 eV

The following is a DFT calculation (wB97M-V/def2-TZVPD) of a structure of composition C49H32Cl4N5ORhS2.

XYZ file:
```
94
Properties=species:S:1:pos:R:3:forces:R:3:mulliken_charge:R:1
Rh -0.065 -1.476 -0.039 0.172 0.015 -0.138 0.7049
Cl -6.686 -1.504 6.670 0.000 0.001 -0.004 -0.2182
C -5.472 -1.511 5.426 -0.020 -0.012 0.016 0.4196
C -4.889 -2.711 5.053 -0.001 0.027 0.000 -1.0512
C -3.919 -2.708 4.062 0.002 0.003 -0.005 0.3484
C -3.533 -1.523 3.444 0.011 -0.007 0.003 -0.6310
C -4.134 -0.332 3.836 -0.010 -0.002 0.005 0.3632
C -5.105 -0.318 4.826 -0.011 -0.014 0.011 -1.0079
C -2.484 -1.526 2.383 0.045 0.022 -0.042 1.4637
C -1.159 -1.663 2.797 0.004 -0.028 -0.046 -0.2999
C -0.738 -1.723 4.175 0.073 -0.003 0.007 -1.8029
C 0.613 -1.745 4.174 -0.102 0.008 0.010 -1.7450
C 1.032 -1.708 2.794 0.084 0.044 -0.045 0.1457
C 2.357 -1.629 2.376 -0.079 -0.029 -0.024 1.3791
C 3.413 -1.601 3.427 -0.019 -0.012 0.013 -0.4072
C 4.080 -0.413 3.707 0.045 0.019 0.017 0.3095
C 5.063 -0.364 4.683 -0.011 -0.052 0.001 -0.9832
C 5.377 -1.520 5.380 0.016 0.008 0.026 0.3834
Cl 6.607 -1.469 6.608 -0.001 -0.002 -0.009 -0.2206
C 4.726 -2.715 5.119 0.004 0.036 -0.005 -0.9546
C 3.743 -2.747 4.142 0.041 -0.004 0.006 0.1542
C 2.775 -1.566 1.049 -0.004 -0.041 -0.016 -0.2715
N 1.969 -1.538 -0.047 -0.024 0.036 0.010 0.9983
C 2.773 -1.566 -1.144 0.015 -0.063 0.065 0.1749
C 2.352 -1.522 -2.472 -0.108 0.019 0.003 1.6439
C 3.395 -1.657 -3.526 0.015 0.030 0.026 -0.4914
C 4.088 -2.856 -3.665 0.019 -0.032 -0.019 0.1475
C 5.073 -3.001 -4.629 0.000 0.023 -0.012 -1.0312
C 5.368 -1.932 -5.459 0.018 0.014 -0.024 0.3354
Cl 6.610 -2.101 -6.663 -0.008 -0.002 -0.001 -0.2184
C 4.689 -0.729 -5.346 0.000 -0.033 0.024 -1.0749
C 3.704 -0.601 -4.379 0.015 -0.023 -0.043 0.0348
C 1.029 -1.365 -2.882 0.052 0.004 -0.020 -0.0830
C 0.595 -1.353 -4.259 -0.062 0.027 0.036 -1.6037
C -0.747 -1.197 -4.248 0.068 0.012 0.004 -1.6380
C -1.153 -1.123 -2.865 0.037 -0.003 0.012 -0.2117
N -0.053 -1.215 -2.064 -0.039 0.016 0.050 0.8274
C -2.478 -1.044 -2.442 0.027 -0.034 0.095 1.7692
C -2.897 -1.132 -1.116 0.055 0.003 -0.076 -0.1565
C -4.271 -1.040 -0.683 -0.012 -0.012 0.077 -1.5772
C -4.272 -1.187 0.659 -0.008 0.012 -0.080 -1.8655
C -2.897 -1.356 1.065 0.015 -0.025 0.020 -0.1514
N -2.093 -1.322 -0.035 -0.002 0.026 0.105 0.8713
C -3.523 -0.882 -3.491 -0.020 0.013 0.009 -0.6923
C -4.400 -1.920 -3.791 -0.002 -0.007 -0.019 0.1703
C -5.367 -1.774 -4.773 -0.005 0.031 -0.010 -0.9995
C -5.458 -0.572 -5.455 -0.009 0.002 -0.013 0.3821
Cl -6.670 -0.377 -6.685 0.001 -0.002 -0.002 -0.2169
C -4.599 0.478 -5.174 -0.019 -0.027 0.004 -0.9411
C -3.635 0.314 -4.192 -0.009 0.002 -0.028 0.0753
C 4.154 -1.599 -0.723 -0.031 0.008 0.036 -1.6618
C 4.155 -1.592 0.629 -0.008 0.036 -0.059 -1.9360
N -0.065 -1.681 1.986 -0.078 -0.034 -0.005 0.6603
H -5.193 -3.631 5.531 0.001 -0.005 0.003 0.4086
H -3.457 -3.640 3.761 0.005 -0.002 0.000 0.4756
H -3.835 0.596 3.364 0.006 0.004 -0.004 0.4804
H -5.573 0.606 5.134 0.004 0.009 0.001 0.4114
H -1.399 -1.715 5.025 -0.010 -0.008 0.017 0.5647
H 1.275 -1.765 5.023 0.010 0.013 0.013 0.5402
H 3.817 0.485 3.158 -0.011 -0.029 0.012 0.3756
H 5.579 0.558 4.908 0.007 0.009 0.007 0.4242
H 4.990 -3.605 5.672 -0.002 -0.006 0.007 0.4200
H 3.229 -3.676 3.926 -0.005 -0.003 -0.004 0.4969
H 3.843 -3.686 -3.014 -0.012 0.002 0.009 0.5107
H 5.605 -3.935 -4.742 0.012 -0.005 0.001 0.4267
H 4.931 0.092 -6.006 0.008 0.004 -0.008 0.4099
H 3.162 0.333 -4.293 -0.002 0.009 0.017 0.4873
H 1.239 -1.473 -5.113 -0.001 -0.006 -0.017 0.6186
H -1.416 -1.166 -5.091 -0.002 0.007 -0.013 0.5262
H -5.115 -0.880 -1.332 -0.009 0.011 -0.001 0.5450
H -5.117 -1.174 1.327 -0.016 -0.009 0.004 0.5440
H -4.319 -2.858 -3.255 0.010 -0.001 0.009 0.4758
H -6.043 -2.583 -5.011 -0.007 -0.003 -0.002 0.4141
H -4.689 1.409 -5.716 -0.002 0.007 -0.005 0.4087
H -2.959 1.129 -3.963 0.004 0.004 0.014 0.4876
H 5.004 -1.625 -1.386 0.008 -0.008 0.005 0.5643
H 5.003 -1.625 1.293 0.016 -0.004 0.003 0.5317
S 0.055 1.211 0.819 -0.098 0.057 -0.016 -0.3130
C 1.546 1.627 0.234 0.000 0.046 -0.041 0.5611
N 1.981 1.420 -1.003 -0.050 -0.068 0.050 -0.1403
C 3.335 1.796 -1.362 0.040 0.023 -0.041 -0.2925
C 4.045 2.236 -0.072 0.055 -0.009 -0.050 -0.6860
S 2.766 2.410 1.209 -0.001 0.046 -0.050 -0.1763
H 1.381 0.908 -1.639 0.039 -0.001 0.023 0.0637
H 3.318 2.602 -2.100 -0.032 0.014 0.026 0.5619
H 3.844 0.937 -1.803 0.009 0.030 -0.015 -0.1472
H 4.555 3.187 -0.207 0.004 -0.003 0.020 0.4789
H 4.769 1.489 0.248 -0.030 -0.026 0.028 0.3422
C -1.193 -4.204 0.290 0.023 0.021 -0.065 -1.3940
C -0.093 -3.414 -0.394 -0.188 -0.119 0.130 1.6164
O 0.694 -3.937 -1.128 0.069 0.025 -0.035 -0.5681
H -0.961 -5.266 0.231 -0.002 -0.004 0.004 0.4808
H -2.128 -4.003 -0.239 -0.004 -0.001 0.002 0.1753
H -1.328 -3.887 1.322 0.023 -0.012 0.017 0.2702
```
Positions in Å, forces in eV/Å.

Calculated values
LUMO energy ... -1.2369 eV
Energy ... -4983.3273 Eh
Strongest force on any atom ... 0.258 eV/Å
Gap between HOMO and LUMO ... 5.917 eV

The following is a DFT calculation (wB97M-V/def2-TZVPD) of a structure of composition CH2O2S3 in a non-equilibrium geometry.

XYZ file:
```
8
Properties=species:S:1:pos:R:3:forces:R:3:mulliken_charge:R:1
C 1.758 -0.749 0.630 0.313 -0.330 0.453 0.1331
O 0.962 -0.923 -2.205 0.680 1.263 1.108 -0.4149
O 0.346 1.038 -0.883 -0.073 0.529 0.034 -0.4126
S 0.600 -1.280 1.429 -0.034 -0.489 0.667 0.0159
S -2.092 0.903 1.057 -3.004 -1.155 3.262 -0.1733
S 1.400 0.237 -1.425 -0.225 -1.092 -2.468 0.6531
H -1.706 -0.389 1.211 -0.308 0.589 -0.249 0.0341
H -1.268 1.162 0.187 2.651 0.685 -2.807 0.1646
```
Positions in Å, forces in eV/Å.

Calculated values
LUMO energy ... -1.9126 eV
Energy ... -1384.2209 Eh
Strongest force on any atom ... 4.582 eV/Å
Relative energy (zero: lowest compared OMol25 entry of this formula, charge and spin) ... 60.8 kcal per mole
Gap between HOMO and LUMO ... 7.801 eV

The following is a DFT calculation (wB97M-V/def2-TZVPD) of a cluster of 4 separate species, C29H63Br2ClN5O2P2 in total in a non-equilibrium geometry.

XYZ file:
```
104
Properties=species:S:1:pos:R:3:forces:R:3:mulliken_charge:R:1
C 3.511 -1.666 1.835 -0.684 -0.191 -0.054 -1.3563
C 2.221 -2.144 2.499 0.627 0.180 -0.807 0.2863
Br 2.575 -3.779 3.470 -0.149 0.089 0.234 -0.0848
C 1.166 -2.451 1.408 0.583 -0.147 0.409 -2.3466
C 0.492 -1.212 0.953 -0.459 0.299 0.193 0.1893
C 0.720 -0.674 -0.330 1.143 -0.845 -0.805 0.6363
Cl 1.791 -1.515 -1.398 -0.215 0.307 -0.005 -0.0126
N 0.237 0.414 -0.824 -0.285 0.687 -0.169 -1.2058
N -0.582 1.106 -0.035 0.732 -0.168 0.504 0.8595
P -1.114 2.597 -0.887 -0.106 0.312 -0.998 0.5610
O -2.065 2.244 -1.923 -0.503 -0.202 -0.345 -0.6492
C -0.906 0.693 1.180 -1.138 0.281 1.113 0.7566
C -1.826 1.554 1.988 0.209 0.483 0.033 -1.8825
C -1.035 2.721 2.617 -0.477 0.299 -0.371 0.4047
C -1.922 3.893 3.008 0.307 -0.061 0.080 -1.4336
Br 0.117 2.220 4.088 0.115 -0.218 -0.072 -0.0712
C -0.406 -0.499 1.736 -0.596 -0.033 -0.578 0.6473
P -0.774 -1.231 3.382 0.652 -0.992 1.033 0.2851
C -1.656 -2.802 2.873 0.768 0.544 -0.126 -1.1318
O -1.968 -0.406 4.155 -0.223 0.222 -0.634 -0.4258
H 3.273 -0.796 1.225 0.129 0.233 -0.051 0.3113
H 3.874 -2.444 1.173 0.337 -0.070 -0.038 0.4009
H 4.247 -1.394 2.577 0.266 0.002 0.081 0.4190
H 1.898 -1.359 3.164 -0.286 -0.191 0.561 0.5336
H 0.456 -3.189 1.743 -0.240 -0.057 0.229 0.3163
H 1.715 -2.916 0.605 -0.045 -0.143 -0.309 0.6671
H -1.607 3.495 0.064 0.323 -0.231 0.364 0.0819
H 0.125 3.085 -1.330 0.117 -0.156 0.367 0.0862
H -2.584 2.016 1.364 -0.110 0.006 -0.364 0.5386
H -2.387 0.962 2.697 0.152 0.004 0.263 0.6174
H -0.358 3.086 1.852 0.358 -0.036 -0.046 0.3312
H -2.744 4.007 2.310 -0.312 -0.093 -0.039 0.4060
H -2.280 3.782 4.022 -0.324 0.004 0.103 0.4222
H -1.347 4.808 2.946 0.175 0.205 0.212 0.3868
H -1.610 -2.936 1.799 -0.452 -0.067 -0.198 0.4017
H -2.670 -2.820 3.252 -0.241 0.059 -0.064 0.3269
H -1.076 -3.600 3.318 -0.081 -0.298 0.197 0.3456
H -2.354 -0.989 4.820 -0.099 0.074 0.155 0.3150
C -8.185 -5.934 5.972 -0.005 -0.016 -0.007 -1.4112
C -7.724 -4.511 5.695 -0.177 -0.092 -0.001 -0.3352
N -6.377 -4.435 5.156 0.210 0.072 -0.019 0.1269
C -5.853 -3.085 5.126 0.010 0.233 0.101 -0.6553
C -6.535 -2.059 4.209 0.186 0.090 -0.040 -1.0741
C -6.126 -5.237 3.971 -0.040 -0.219 -0.118 -0.6482
C -6.982 -4.974 2.723 0.129 -0.025 -0.065 -0.9669
H -7.504 -6.439 6.657 0.039 -0.004 -0.035 0.3321
H -9.174 -5.913 6.432 -0.002 0.011 0.010 0.4307
H -8.266 -6.527 5.061 -0.008 -0.003 0.007 0.3004
H -7.737 -3.963 6.640 0.075 0.094 -0.045 0.4303
H -8.465 -4.024 5.042 -0.018 0.002 0.017 0.2572
H -4.787 -3.125 4.871 -0.006 -0.152 -0.054 0.2964
H -5.884 -2.696 6.149 -0.094 -0.073 0.028 0.3975
H -6.273 -2.210 3.162 -0.087 -0.058 -0.030 0.2138
H -6.205 -1.052 4.477 -0.022 -0.005 0.032 0.4251
H -7.620 -2.079 4.301 -0.014 -0.022 0.008 0.3200
H -6.244 -6.287 4.246 -0.046 0.028 0.062 0.3773
H -5.069 -5.139 3.708 0.012 0.113 0.059 0.2800
H -8.034 -4.831 2.966 -0.006 -0.008 0.027 0.2483
H -6.916 -5.830 2.048 -0.014 -0.011 0.017 0.3804
H -6.638 -4.105 2.164 -0.076 0.067 0.032 0.2753
C 0.517 7.102 -0.756 -0.068 0.009 0.019 -1.1521
C 1.123 7.677 -2.028 -0.130 -0.119 -0.007 -0.3149
N 2.531 7.369 -2.189 0.083 0.052 -0.012 0.0750
C 3.163 8.118 -3.265 0.083 0.219 -0.082 -0.7004
C 2.694 7.859 -4.702 0.097 -0.024 -0.010 -0.9583
C 2.874 5.964 -2.110 -0.030 -0.212 0.136 -0.7237
C 2.210 5.003 -3.108 0.070 -0.135 0.088 -0.8474
H 1.057 7.447 0.126 0.053 -0.046 -0.007 0.3351
H -0.521 7.425 -0.668 0.004 0.022 -0.006 0.4599
H 0.519 6.008 -0.758 0.019 0.002 0.000 -0.0138
H 1.021 8.764 -1.985 0.069 0.020 -0.080 0.4493
H 0.518 7.343 -2.886 -0.038 0.030 0.014 0.2369
H 4.242 7.958 -3.209 -0.010 -0.095 0.051 0.3570
H 3.021 9.181 -3.047 -0.087 -0.024 0.064 0.4082
H 3.085 6.922 -5.096 -0.058 -0.044 0.007 0.2323
H 3.063 8.653 -5.353 -0.003 0.012 0.013 0.3920
H 1.608 7.846 -4.789 -0.011 0.004 0.016 0.2723
H 2.639 5.617 -1.099 -0.030 0.054 0.005 0.3678
H 3.959 5.867 -2.185 0.012 0.113 -0.087 0.3465
H 1.148 5.218 -3.244 0.004 0.030 -0.013 0.2219
H 2.297 3.977 -2.736 0.011 -0.003 -0.020 0.2901
H 2.690 5.021 -4.084 -0.081 0.062 -0.057 0.2827
C 7.148 -4.174 -4.527 0.013 -0.012 -0.005 -1.4428
C 5.698 -3.797 -4.269 0.077 -0.138 -0.111 -0.2827
N 5.462 -2.364 -4.273 -0.043 0.134 0.128 0.1343
C 4.146 -2.002 -3.787 -0.171 -0.043 0.055 -0.6639
C 2.928 -2.454 -4.611 -0.019 0.111 0.056 -0.9287
C 5.915 -1.654 -5.458 0.190 0.055 -0.183 -0.7189
C 5.340 -2.074 -6.817 -0.002 0.123 -0.014 -0.9725
H 7.809 -3.706 -3.796 -0.005 0.052 -0.022 0.3350
H 7.265 -5.255 -4.447 -0.007 -0.005 0.009 0.4289
H 7.477 -3.887 -5.526 0.003 -0.005 0.002 0.3091
H 5.422 -4.179 -3.282 -0.102 0.071 0.008 0.3907
H 5.064 -4.329 -4.996 0.008 -0.030 0.014 0.2446
H 4.104 -0.916 -3.657 0.083 0.020 -0.097 0.3076
H 4.052 -2.416 -2.775 0.087 -0.110 -0.029 0.3301
H 2.794 -1.844 -5.501 0.040 -0.045 -0.054 0.2158
H 2.016 -2.351 -4.021 -0.033 -0.013 -0.007 0.4037
H 3.000 -3.499 -4.913 0.033 -0.007 -0.002 0.2905
H 7.002 -1.744 -5.507 -0.010 -0.070 0.053 0.4063
H 5.736 -0.586 -5.306 -0.101 -0.021 0.086 0.3502
H 5.282 -3.157 -6.925 0.019 -0.012 0.018 0.2520
H 5.982 -1.700 -7.616 0.015 -0.013 0.007 0.3729
H 4.348 -1.658 -6.991 -0.048 -0.081 0.015 0.2872
```
Positions in Å, forces in eV/Å.

Calculated values
Net charge ... +1
LUMO energy ... -4.9944 eV
Energy ... -7857.6536 Eh
Strongest force on any atom ... 1.634 eV/Å
Gap between HOMO and LUMO ... 4.819 eV

The following is a DFT calculation (wB97M-V/def2-TZVPD) of a structure of composition C3H6O3S2 in a non-equilibrium geometry.

XYZ file:
```
14
Properties=species:S:1:pos:R:3:forces:R:3:mulliken_charge:R:1
C 1.219 -1.374 0.653 -2.030 -3.166 -0.124 -0.4129
C 1.372 -0.031 1.163 1.429 -0.785 2.715 0.2003
C -1.369 0.994 -0.961 -3.120 0.094 3.357 0.5613
O 0.865 -1.395 -0.713 -0.073 -0.153 0.489 -0.4824
O -0.790 0.919 -1.939 2.741 -0.094 -4.293 -0.4013
O 1.312 0.922 0.474 -0.270 2.111 -1.393 -0.4547
S -2.434 -0.276 -0.244 -0.408 -0.770 0.361 -0.2730
S -1.655 2.344 0.136 0.225 2.027 0.132 -0.2532
H 2.057 -2.051 0.787 0.865 0.436 0.344 0.3025
H 0.455 -1.970 1.334 0.751 1.394 -1.441 0.2208
H 1.666 0.046 2.252 -0.379 -0.002 -0.492 0.3333
H 1.175 -0.556 -1.080 -0.204 0.087 -0.079 0.3279
H -2.698 -1.050 -1.320 0.537 0.310 0.037 0.1618
H -1.175 3.478 -0.542 -0.064 -1.488 0.388 0.1698
```
Positions in Å, forces in eV/Å.

Calculated values
LUMO energy ... 0.4499 eV
Energy ... -1139.9504 Eh
Strongest force on any atom ... 5.094 eV/Å
Relative energy (zero: lowest compared OMol25 entry of this formula, charge and spin) ... 18.9 kcal per mole
Gap between HOMO and LUMO ... 9.940 eV

The following is a DFT calculation (wB97M-V/def2-TZVPD) of a cluster of 3 separate species, C5H16NO2 in total in a non-equilibrium geometry.

XYZ file:
```
24
Properties=species:S:1:pos:R:3:forces:R:3:mulliken_charge:R:1
C -0.674 -1.364 0.421 1.106 -0.072 0.195 -0.4968
C -0.687 -1.076 -1.071 -0.216 0.429 -0.444 -0.6830
C 0.390 -0.103 -1.496 0.469 -0.388 0.259 0.8581
C 0.152 1.198 -1.599 -0.120 0.364 -0.489 -1.1044
C 1.742 -0.722 -1.637 0.649 -0.603 0.267 -1.3755
N -0.598 -0.050 1.184 -0.042 -1.655 0.982 -0.0650
H -1.523 -1.951 0.736 -0.387 0.171 0.123 0.4217
H 0.206 -1.917 0.732 0.152 -0.102 -0.170 0.1737
H -1.672 -0.700 -1.335 -0.144 0.155 -0.099 0.3171
H -0.542 -1.988 -1.637 -0.098 -0.419 0.112 0.3865
H -0.856 1.556 -1.547 -0.597 0.179 0.211 0.3323
H 0.857 1.975 -1.888 0.248 -0.459 0.125 0.3175
H 2.008 -1.277 -0.725 0.046 0.425 0.191 0.2287
H 1.820 -1.541 -2.358 -0.475 0.327 -0.401 0.3547
H 2.535 -0.012 -1.863 -0.078 0.084 0.084 0.3700
H 0.187 -0.055 1.860 0.407 -0.150 -0.698 0.3099
H -0.438 0.667 0.468 -0.436 0.765 0.305 0.2994
H -1.396 -0.026 1.814 -0.477 1.017 -0.617 0.3697
H 2.377 -1.528 2.171 -0.028 -0.020 0.067 0.2956
H 2.667 -0.102 2.631 -0.138 -0.023 0.002 0.3142
O 1.950 -0.680 2.336 0.102 0.095 -0.027 -0.6455
H -3.475 2.795 1.031 0.186 0.037 -0.299 0.3241
H -2.404 3.853 1.135 0.063 -0.210 -0.325 0.3266
O -2.625 3.049 0.637 -0.191 0.053 0.646 -0.6296
```
Positions in Å, forces in eV/Å.

Calculated values
Net charge ... +1
LUMO energy ... -2.9235 eV
Energy ... -405.0934 Eh
Strongest force on any atom ... 1.925 eV/Å
Relative energy (zero: lowest compared OMol25 entry of this formula, charge and spin) ... 16.8 kcal per mole
Gap between HOMO and LUMO ... 10.505 eV